# 1
ORCA calculation (the ωB97M-V functional and the def2-TZVPD basis) on C30H37N6O3S2SiY as an isolated structure in a non-equilibrium geometry.

Results
* energy relative to the best compared isomer or geometry (same formula, charge and spin): 26.8 kcal per mole
* frontier orbital gap: 6.321 eV
* spin multiplicity: 1

Positions of all 80 atoms, in Å:
Y1 1.27 -0.16 -0.11
N1 -1.89 -2.65 -2.52
C1 -1.13 -1.59 -2.14
S1 0.38 -1.37 -2.88
N2 -1.73 -0.71 -1.37
N3 -1.07 0.25 -0.73
C2 -1.66 1.40 -0.53
C3 -2.96 1.71 -1.17
C4 -3.10 2.82 -2.00
C5 -4.30 3.05 -2.66
C6 -5.35 2.17 -2.52
C7 -5.21 1.05 -1.72
C8 -4.02 0.82 -1.05
C9 -1.00 2.36 0.33
C10 -1.66 3.53 0.74
C11 -1.00 4.44 1.54
C12 0.30 4.17 1.93
C13 0.87 2.97 1.51
N4 0.25 2.09 0.74
H1 -1.41 -3.40 -3.00
H2 -2.66 -2.92 -1.92
H3 -2.27 3.50 -2.14
H4 -4.40 3.92 -3.30
H5 -6.29 2.35 -3.03
H6 -6.02 0.34 -1.61
H7 -3.91 -0.05 -0.43
H8 -2.68 3.71 0.43
H9 -1.50 5.34 1.87
H10 0.86 4.85 2.54
H11 1.88 2.70 1.81
C14 5.47 0.03 0.82
C15 4.02 0.25 0.42
O1 3.19 0.58 1.30
O2 3.68 0.10 -0.78
H12 5.51 -0.46 1.79
H13 5.97 0.99 0.91
H14 5.97 -0.58 0.07
C16 3.08 1.54 -3.58
S2 1.65 2.46 -2.91
C17 2.61 3.73 -2.00
O3 1.12 1.60 -1.84
H15 3.67 1.18 -2.75
H16 3.65 2.20 -4.23
H17 2.68 0.70 -4.13
H18 3.22 3.22 -1.26
H19 1.90 4.37 -1.49
H20 3.22 4.32 -2.68
C18 3.03 -3.54 -1.02
Si1 1.77 -2.79 0.23
C19 2.40 -3.42 1.95
C20 0.14 -3.80 0.02
C21 -0.96 -3.46 0.81
C22 -2.19 -4.06 0.63
C23 -2.35 -5.05 -0.33
C24 -1.25 -5.44 -1.08
C25 -0.03 -4.81 -0.91
H21 3.08 -4.62 -0.96
H22 4.03 -3.15 -0.83
H23 2.78 -3.27 -2.05
H24 2.66 -4.48 1.91
H25 1.65 -3.29 2.72
H26 3.29 -2.88 2.26
H27 -0.84 -2.71 1.58
H28 -3.04 -3.76 1.23
H29 -3.31 -5.52 -0.49
H30 -1.36 -6.23 -1.81
H31 0.81 -5.10 -1.53
N5 -2.28 -0.34 1.98
C26 -1.29 0.24 2.71
C27 -1.60 1.25 3.63
C28 -0.61 1.71 4.47
C29 0.66 1.14 4.38
C30 0.88 0.19 3.41
N6 -0.05 -0.25 2.57
H32 -3.12 0.18 1.82
H33 -1.99 -0.96 1.23
H34 -2.61 1.65 3.68
H35 -0.82 2.48 5.19
H36 1.46 1.45 5.04
H37 1.86 -0.27 3.29

# 2
ORCA calculation (the ωB97M-V functional and the def2-TZVPD basis) on a 6-piece molecular cluster, C30H37N9OS overall in a non-equilibrium geometry.

Results
* frontier orbital gap: 8.542 eV
* spin multiplicity: 1
* structure (SMILES): N#CC[C@H](C#N)CCCCSc1nnco1.c1cc[nH]c1.c1cc[nH]c1.c1cc[nH]c1.c1cc[nH]c1.c1cc[nH]c1

Positions of all 78 atoms, in Å:
N1 2.05 2.93 -0.01
C1 2.11 1.79 0.15
C2 2.51 0.39 0.41
C3 1.66 -0.33 1.51
C4 2.58 -1.31 2.16
N2 3.28 -2.16 2.46
C5 0.46 -1.14 0.96
C6 -0.90 -0.37 0.92
C7 -1.71 -0.96 -0.27
C8 -3.21 -0.56 -0.31
S1 -4.03 -1.19 1.21
C9 -5.06 0.12 1.77
N3 -5.88 0.16 2.75
N4 -6.45 1.41 2.71
C10 -5.95 2.07 1.75
O1 -5.02 1.27 1.09
H1 2.50 -0.15 -0.54
H2 3.55 0.38 0.75
H3 1.29 0.39 2.26
H4 0.30 -1.99 1.65
H5 0.63 -1.56 -0.04
H6 -0.74 0.70 0.78
H7 -1.39 -0.54 1.88
H8 -1.26 -0.50 -1.17
H9 -1.54 -2.04 -0.31
H10 -3.27 0.52 -0.43
H11 -3.70 -1.01 -1.18
H12 -6.15 3.06 1.37
C11 7.84 1.01 1.19
C12 7.49 1.87 2.27
C13 6.39 1.33 2.87
N5 6.05 0.19 2.20
C14 6.93 -0.02 1.18
H13 8.66 1.13 0.50
H14 8.00 2.77 2.57
H15 5.81 1.66 3.72
H16 5.27 -0.41 2.42
H17 6.84 -0.87 0.53
C15 7.44 -1.03 -4.40
C16 6.79 -2.11 -3.76
C17 6.63 -1.77 -2.44
N6 7.17 -0.52 -2.26
C18 7.66 -0.06 -3.45
H18 7.72 -0.97 -5.44
H19 6.47 -3.04 -4.21
H20 6.18 -2.30 -1.62
H21 7.20 -0.02 -1.39
H22 8.12 0.91 -3.52
C19 -1.01 4.19 0.81
C20 -1.40 5.05 1.87
C21 -2.51 4.50 2.45
N7 -2.80 3.34 1.78
C22 -1.89 3.15 0.79
H23 -0.17 4.31 0.14
H24 -0.92 5.97 2.16
H25 -3.12 4.83 3.28
H26 -3.56 2.72 1.98
H27 -1.95 2.29 0.15
C23 -8.51 0.55 -1.15
C24 -9.60 1.10 -1.87
C25 -10.31 1.88 -1.00
N8 -9.70 1.82 0.22
C26 -8.60 1.01 0.14
H28 -7.75 -0.12 -1.53
H29 -9.83 0.95 -2.91
H30 -11.20 2.48 -1.14
H31 -10.00 2.29 1.05
H32 -7.98 0.83 1.00
C27 0.33 -5.23 -3.10
C28 -0.42 -5.71 -2.00
C29 0.17 -5.24 -0.86
N9 1.26 -4.50 -1.23
C30 1.36 -4.48 -2.60
H33 0.13 -5.41 -4.15
H34 -1.30 -6.34 -2.03
H35 -0.08 -5.37 0.18
H36 1.89 -4.03 -0.60
H37 2.15 -3.94 -3.09

# 3
ORCA calculation (the ωB97M-V functional and the def2-TZVPD basis) on C30H38Al2CaF5KNO17P2S as an isolated structure in a non-equilibrium geometry.

Results
* frontier orbital gap: 1.201 eV
* charge: -1
* spin multiplicity: 1

Positions of all 98 atoms, in Å:
C1 -2.21 0.07 0.16
C2 -2.35 -0.03 -1.32
O1 -3.19 -0.71 -1.86
O2 -1.48 0.72 -2.04
C3 -0.64 -0.08 -2.88
C4 0.80 0.42 -2.94
C5 1.10 1.81 -2.36
C6 2.02 1.74 -1.14
C7 2.48 3.12 -0.68
O3 1.97 3.40 0.63
C8 2.69 2.78 1.58
O4 2.31 2.62 2.69
C9 4.04 2.36 0.99
P1 4.42 0.58 1.05
O5 5.51 0.39 2.17
O6 5.23 0.20 -0.24
S1 2.86 -0.52 1.49
C10 3.96 3.07 -0.37
O7 4.50 4.35 -0.04
H1 -2.11 -0.94 0.55
H2 -1.33 0.63 0.43
H3 -3.07 0.56 0.60
H4 -1.05 -0.18 -3.88
H5 -0.63 -1.09 -2.48
H6 1.14 0.39 -3.97
H7 1.42 -0.31 -2.40
H8 0.20 2.36 -2.09
H9 1.60 2.38 -3.13
H10 1.52 1.18 -0.36
H11 2.88 1.15 -1.47
H12 2.32 3.91 -1.40
H13 4.90 2.80 1.48
H14 5.03 0.23 3.01
H15 4.77 0.46 -1.05
H16 4.59 2.70 -1.18
H17 4.20 5.00 -0.67
F1 -0.32 -5.35 -1.22
Al1 0.07 -3.78 -1.81
F2 -1.00 -3.35 -3.05
F3 1.61 -3.90 -2.43
F4 -0.06 -2.66 -0.60
Ca1 2.52 -3.26 1.95
N1 8.75 -0.55 -2.07
C11 8.00 -0.42 -0.97
C12 8.34 -0.96 0.26
C13 9.52 -1.68 0.36
C14 10.31 -1.83 -0.78
C15 9.88 -1.24 -1.96
H18 7.09 0.14 -1.08
H19 7.70 -0.83 1.12
H20 9.82 -2.13 1.30
H21 11.24 -2.38 -0.75
H22 10.47 -1.33 -2.86
C16 -2.68 6.78 -0.68
C17 -3.00 6.19 0.58
C18 -1.82 5.63 1.37
O8 -1.96 5.16 2.49
C19 -0.53 5.67 0.74
C20 -0.21 6.25 -0.53
C21 -1.38 6.90 -1.27
O9 -1.22 7.48 -2.33
O10 0.91 6.24 -1.03
O11 -4.14 6.10 1.03
H23 -3.49 7.19 -1.28
H24 0.27 5.21 1.30
Al2 1.42 -6.25 -1.99
C22 -4.29 -3.71 -1.43
O12 -3.76 -4.92 -2.01
H25 -5.24 -3.94 -0.97
H26 -3.60 -3.33 -0.68
H27 -4.44 -2.95 -2.21
H28 -2.90 -4.70 -2.40
O13 4.77 -5.11 2.91
P2 5.96 -5.83 3.55
O14 6.88 -6.33 2.44
O15 5.53 -7.06 4.36
O16 6.67 -4.89 4.52
F5 -10.69 -6.03 -1.38
C23 -9.72 -5.54 -0.59
C24 -10.02 -4.52 0.30
C25 -9.01 -4.02 1.11
C26 -7.72 -4.54 1.02
C27 -7.45 -5.56 0.12
C28 -8.45 -6.07 -0.69
H29 -11.03 -4.13 0.34
H30 -9.23 -3.23 1.81
H31 -6.94 -4.14 1.66
H32 -6.44 -5.96 0.05
H33 -8.26 -6.87 -1.39
K1 -3.66 -3.60 -4.10
C29 -4.81 4.84 3.82
C30 -6.04 4.30 4.67
O17 -6.50 3.20 4.11
H34 -5.11 5.07 2.81
H35 -4.43 5.75 4.29
H36 -4.01 4.11 3.80
H37 -6.75 5.16 4.72
H38 -5.65 4.20 5.71